ORCA calculation (ωB97M-V with the def2-TZVPD basis set) on a structure of composition C12H15BCl2N6O2Ru.

Results
Kohn-Sham gap (alpha / beta): 7.7544 / 3.9406 eV
Highest occupied orbital energy (alpha / beta): -15.25 / -16.09 eV
Maximum force: 0.075 Eh/bohr
Electronic energy: -1984.73305 Eh
Expectation value of S²: 6.03

```
! wB97M-V def2-TZVPD RIJCOSX def2/J DEFGRID3
* xyz 2 5
H -2.78 -2.06 0.06
N -1.11 -1.17 -0.88
B 0.79 -0.40 -2.44
N -0.55 -1.17 -2.16
C -1.28 -1.98 -2.92
Ru -0.44 -0.19 0.58
H -0.93 -2.08 -3.93
C -2.34 -2.50 -2.16
H -3.09 -3.18 -2.51
C -2.22 -1.97 -0.88
H 1.15 -0.52 -3.58
C 1.52 0.53 3.67
H 1.06 1.45 4.10
H 0.85 0.07 2.83
H 2.45 0.90 3.19
N 1.76 -1.00 -1.39
N 0.55 1.06 -1.97
N 1.43 -0.97 -0.05
N 0.09 1.30 -0.67
C 2.99 -1.52 -1.53
C 0.74 2.24 -2.59
H 3.36 -1.59 -2.54
H 1.12 2.17 -3.62
C 3.48 -1.83 -0.27
C 0.41 3.27 -1.71
C 2.48 -1.47 0.65
C 0.01 2.65 -0.52
H 4.45 -2.25 -0.06
H 0.47 4.33 -1.92
H 2.43 -1.51 1.73
H -0.35 3.04 0.43
H 1.75 -0.20 4.48
Cl -2.88 2.87 3.23
C -3.35 1.16 3.04
Cl -4.78 0.93 2.01
C -2.20 0.43 2.32
O -1.62 -0.59 2.74
O -1.88 1.00 1.19
H -3.54 0.74 4.03
*
```

ORCA calculation (ωB97M-V with the def2-TZVPD basis set) on the ion C9H13N4 with charge +1.

Results
Kohn-Sham gap (alpha / beta): 8.4602 / 5.7310 eV
Highest occupied orbital energy (alpha / beta): -11.95 / -12.05 eV
Maximum force: 0.090 Eh/bohr
Electronic energy: -569.33194 Eh
ΔE to the lowest compared entry with this formula, charge and spin: 0.0000 eV
Expectation value of S²: 2.02

```
! wB97M-V def2-TZVPD RIJCOSX def2/J DEFGRID3
* xyz 1 3
C -0.95 -2.10 -1.37
C -1.35 -1.05 -2.19
C -0.17 -1.89 -0.19
C 0.19 0.34 -1.02
C -0.81 0.20 -2.00
C 0.44 -0.64 -0.05
C 1.00 1.56 -0.66
C -0.84 0.92 2.05
C 0.52 0.28 2.26
N 1.77 1.52 0.29
N -1.15 1.30 -2.72
N 2.21 -1.05 1.45
N 1.18 -0.28 1.08
H -1.49 -2.97 -1.79
H -2.07 -1.18 -2.92
H 0.19 -2.71 0.45
H 0.85 2.51 -1.32
H -0.82 1.92 1.64
H -1.38 0.33 1.37
H -1.31 0.99 2.97
H 0.64 -0.38 3.09
H 1.09 1.20 2.46
H -1.81 1.14 -3.54
H -1.20 2.23 -2.17
H 2.59 -1.59 0.67
H 2.69 -0.60 2.17
*
```

ORCA calculation (ωB97M-V with the def2-TZVPD basis set) on a cluster of 7 separate species, H16NO6 in total.

Results
Kohn-Sham gap: 11.0198 eV
Highest occupied orbital energy: -14.37 eV
Maximum force: 0.072 Eh/bohr
Electronic energy: -515.54695 Eh
ΔE to the lowest compared entry with this formula, charge and spin: 2.2239 eV

```
! wB97M-V def2-TZVPD RIJCOSX def2/J DEFGRID3
* xyz 1 1
N -1.27 -0.04 0.69
H -1.70 0.69 0.14
H -0.31 0.09 0.73
H -1.35 -0.97 0.37
H -1.64 -0.01 1.64
O -1.27 1.24 -2.26
H -1.17 0.53 -2.91
H -1.66 1.92 -2.71
O 1.01 1.63 -0.98
H 0.49 2.45 -0.93
H 0.77 1.42 -1.86
O 0.05 1.74 2.63
H 0.88 1.69 2.08
H -0.29 2.61 2.45
O -0.10 -2.66 1.81
H -0.41 -3.40 2.33
H 0.48 -2.14 2.36
O 0.16 -1.41 -1.56
H 0.61 -0.67 -2.03
H -0.07 -2.08 -2.18
O 2.21 -0.92 0.48
H 1.59 -1.02 -0.25
H 2.99 -0.71 -0.04
*
```

ORCA calculation (ωB97M-V with the def2-TZVPD basis set) on an isolated molecule of C22H26N2O5S.

Results
Kohn-Sham gap: 9.5920 eV
Highest occupied orbital energy: -8.98 eV
Maximum force: 0.024 Eh/bohr
Electronic energy: -1737.81930 Eh
SMILES: COc1ccc(C(=O)N[C@H]2CCCc3ccccc32)cc1S(=O)(=O)N1CCOCC1
ΔE to the lowest compared entry with this formula, charge and spin: 2.1082 eV

```
! wB97M-V def2-TZVPD RIJCOSX def2/J DEFGRID3
* xyz 0 1
C -2.63 4.83 -2.22
O -3.31 3.61 -2.45
C -2.83 2.42 -2.06
C -3.56 1.33 -2.58
C -3.20 0.03 -2.34
C -2.06 -0.25 -1.59
C -1.67 -1.67 -1.31
O -2.49 -2.56 -1.20
N -0.34 -1.86 -1.18
C 0.24 -3.12 -0.76
C 1.13 -3.69 -1.88
C 1.99 -4.88 -1.43
C 1.68 -5.30 0.02
C 1.76 -4.10 0.90
C 2.53 -4.05 2.06
C 2.57 -2.90 2.82
C 1.84 -1.79 2.44
C 1.08 -1.83 1.28
C 1.04 -2.98 0.51
C -1.36 0.81 -1.04
C -1.74 2.13 -1.23
S -0.75 3.33 -0.31
O -1.64 4.18 0.44
O 0.18 3.96 -1.20
N 0.12 2.35 0.74
C -0.51 2.11 2.02
C -0.18 3.24 3.01
O 1.22 3.42 3.12
C 1.79 3.74 1.87
C 1.54 2.62 0.85
H -2.75 5.16 -1.18
H -1.57 4.76 -2.45
H -3.11 5.54 -2.89
H -4.42 1.57 -3.18
H -3.78 -0.79 -2.73
H 0.29 -1.11 -1.37
H -0.60 -3.79 -0.58
H 1.78 -2.89 -2.24
H 0.48 -3.98 -2.71
H 1.83 -5.74 -2.09
H 3.04 -4.62 -1.49
H 2.38 -6.07 0.34
H 0.67 -5.72 0.07
H 3.10 -4.92 2.36
H 3.17 -2.87 3.72
H 1.87 -0.89 3.04
H 0.50 -0.96 1.00
H -0.51 0.64 -0.40
H -1.59 2.06 1.86
H -0.15 1.16 2.41
H -0.54 3.00 4.01
H -0.66 4.17 2.66
H 2.85 3.88 2.05
H 1.35 4.67 1.48
H 1.90 2.92 -0.13
H 2.04 1.70 1.17
*
```

ORCA calculation (ωB97M-V with the def2-TZVPD basis set) on a cluster of 3 separate species, C3H11O3 in total.

Results
Kohn-Sham gap (alpha / beta): 11.5532 / 8.2659 eV
Highest occupied orbital energy (alpha / beta): -10.78 / -10.76 eV
Maximum force: 0.056 Eh/bohr
Electronic energy: -346.50883 Eh
ΔE to the lowest compared entry with this formula, charge and spin: 0.5491 eV
Expectation value of S²: 0.75

```
! wB97M-V def2-TZVPD RIJCOSX def2/J DEFGRID3
* xyz 0 2
C -0.57 0.64 -0.23
O 0.71 0.87 0.16
C -0.38 -0.42 -1.39
C -1.30 -1.63 -1.48
H -1.03 1.53 -0.65
H -1.14 0.13 0.59
H 0.68 -0.71 -1.22
H -0.36 0.20 -2.27
H -2.36 -1.54 -1.50
H -0.95 -2.34 -0.73
H -1.00 -2.07 -2.43
H 0.56 1.68 3.06
H 0.77 2.54 1.85
O 0.36 2.58 2.77
H 1.22 -0.36 1.02
H 2.74 -0.24 1.10
O 2.06 -0.87 1.36
*
```

ORCA calculation (ωB97M-V with the def2-TZVPD basis set) on a cluster of 2 separate species, C3H3O3 in total.

Results
Kohn-Sham gap (alpha / beta): 9.0551 / 6.7159 eV
Highest occupied orbital energy (alpha / beta): -13.50 / -16.34 eV
Maximum force: 0.164 Eh/bohr
Electronic energy: -341.34205 Eh
ΔE to the lowest compared entry with this formula, charge and spin: 0.5848 eV
Expectation value of S²: 2.00

```
! wB97M-V def2-TZVPD RIJCOSX def2/J DEFGRID3
* xyz 1 3
C 2.10 -2.42 0.47
C -0.19 1.11 -0.62
C -1.34 1.46 -0.23
O 2.47 -3.43 0.82
O -2.35 1.74 0.37
O 1.59 -1.40 0.22
H 0.42 1.27 -1.42
H 0.46 0.37 -0.01
H -3.17 1.31 0.41
*
```